A 2-piece molecular cluster, C6H6N2O2 overall in a non-equilibrium geometry. Source: the Open Molecules 2025 dataset; level of theory: the ωB97M-V functional and the def2-TZVPD basis.

Results
LUMO = 0.22 eV
energy = -13391.6133 eV
energy above the lowest of the compared OMol25 structures with the same formula, charge and spin = 290.75 kJ/mol
frontier orbital gap = 9.9 eV
SMILES string = O=c1cc[nH]c(=O)[nH]1.C#C
net charge = 0
largest force on an atom = 4.37 eV/A

XYZ file:
```
16
Properties=species:S:1:pos:R:3:forces:R:3:lowdin_charge:R:1
O 3.992512 -0.407323 -0.283889 -2.49 1.15 -0.31 0.06
C 2.833441 0.004546 -0.192469 -0.92 -0.21 1.71 -0.38
C 2.245418 1.362085 -0.138774 3.50 0.79 -0.84 -0.01
C 0.967698 1.584460 0.218842 -0.68 2.71 -1.20 -0.11
N 0.106529 0.583070 0.351375 2.23 -2.92 -0.49 0.11
C 0.458684 -0.773656 0.132179 -3.31 -0.78 0.84 -0.47
O -0.429110 -1.642210 0.102966 1.83 1.54 -0.10 0.06
N 1.772964 -0.963498 0.116556 2.11 3.45 -0.60 0.21
H 3.070173 2.096768 -0.417673 -1.83 -0.40 0.68 0.14
H 0.377328 2.591785 0.216330 1.91 -1.60 0.22 0.17
H -0.814372 0.697269 0.554568 -2.98 0.57 0.57 0.11
H 2.209179 -1.771080 -0.088138 0.65 -4.29 -0.49 0.11
C -5.638886 0.551266 -0.191678 1.07 0.22 0.02 -0.06
C -6.620992 -0.157495 -0.149454 -0.51 -2.27 0.79 -0.07
H -4.643301 1.108374 -0.210489 -2.35 -0.98 -0.06 0.05
H -7.334845 -1.091092 0.045396 1.78 3.02 -0.75 0.08
```
Forces are in eV/Å.

One molecule with the formula CH3N5O2 in a non-equilibrium geometry. Source: the Open Molecules 2025 dataset; level of theory: the ωB97M-V functional and the def2-TZVPD basis.

Results
LUMO = -0.79 eV
energy = -12623.1985 eV
energy above the lowest of the compared OMol25 structures with the same formula, charge and spin = 368.58 kJ/mol
frontier orbital gap = 7.9 eV
SMILES string = O/N=c1/nn[nH]n1O
net charge = 0
largest force on an atom = 6.49 eV/A

XYZ file:
```
11
Properties=species:S:1:pos:R:3:forces:R:3:lowdin_charge:R:1
O -2.176306 0.095924 -0.233466 -4.25 0.63 0.12 -0.13
N -1.635332 -1.116850 -0.022508 5.64 0.92 3.08 0.05
C -0.306268 -0.794914 0.382767 -4.09 0.08 -2.71 -0.33
N 0.672284 -1.690676 0.506518 2.85 -2.73 -1.17 0.04
N 1.766738 -1.327760 -0.105764 -1.37 0.19 2.10 0.04
N 1.604955 -0.082526 -0.596623 -0.97 1.18 0.81 -0.01
N 0.307061 0.360537 -0.184865 1.09 2.28 -1.06 -0.11
O 0.702738 1.578783 0.523284 -3.42 1.27 -1.08 -0.06
H -3.192611 -0.045357 -0.062763 2.85 0.37 -0.77 0.16
H 2.207617 0.761263 -0.284289 -0.25 -2.35 -0.77 0.18
H 0.049123 2.261571 0.077706 1.93 -1.83 1.45 0.17
```
Forces are in eV/Å.

One molecule with the formula C5H5Cl in a non-equilibrium geometry. Source: the Open Molecules 2025 dataset; level of theory: the ωB97M-V functional and the def2-TZVPD basis.

Results
LUMO = 1.06 eV
energy = -17785.2960 eV
energy above the lowest of the compared OMol25 structures with the same formula, charge and spin = 218.44 kJ/mol
frontier orbital gap = 10.7 eV
SMILES string = C#C[C@@H]1C[C@H]1Cl
net charge = 0
largest force on an atom = 3.86 eV/A

XYZ file:
```
11
Properties=species:S:1:pos:R:3:forces:R:3:lowdin_charge:R:1
C 1.105487 -1.587403 1.501945 1.24 -2.72 2.44 0.11
C 0.778754 -0.917298 0.592950 -0.52 1.92 -1.71 -0.13
C 0.538753 0.029281 -0.457352 1.74 1.32 0.63 -0.34
C -0.557234 1.086989 -0.368549 1.55 0.16 -2.77 -0.09
C -0.649822 -0.069278 -1.313943 0.20 -0.29 0.97 -0.76
Cl -0.375462 0.118766 -2.966949 -0.19 0.14 -1.91 0.69
H 1.499122 -2.337774 2.186419 -0.52 0.77 -0.40 0.04
H 1.494502 0.508208 -0.852677 -1.43 -1.07 0.15 0.17
H -1.281892 0.976313 0.337779 -1.57 0.47 2.22 0.07
H -0.307959 2.046284 -0.866207 -0.38 -0.64 0.85 0.12
H -1.332777 -0.843405 -0.992160 -0.12 -0.07 -0.47 0.12
```
Forces are in eV/Å.